No. 1
C25H80N4O13 | ωB97M-V/def2-TZVPD

The highest occupied orbital energy comes out at -0.329 hartree. The energy above the lowest of the compared OMol25 structures with the same formula, charge and spin comes out at 0.00 kcal/mol. The calculation puts the frontier orbital gap at 0.33355 hartree. The LUMO energy is 0.1 eV. The energy is -59794.563 eV. The calculation puts the molecular weight at 644.9 g/mol.

```
! RIJCOSX wB97M-V def2-TZVPD def2/J DEFGRID3
* xyz 0 1
C -12.6795 -20.4663 -7.4484
O -11.3509 -20.1633 -7.1530
H -12.7908 -20.6682 -8.5381
H -12.9549 -21.3917 -6.9341
H -13.3545 -19.6503 -7.1715
H -11.1384 -19.3088 -7.5897
C -10.8474 -13.4745 0.7552
O -10.5362 -14.5916 -0.1443
H -11.5866 -12.7876 0.3130
H -11.1956 -13.9004 1.7203
H -9.9518 -12.8980 0.9286
H -11.4059 -14.9727 -0.3544
C -14.2132 -18.5559 3.3646
O -14.5361 -19.7058 2.5814
H -14.1267 -18.7556 4.4270
H -13.3256 -18.0934 2.9981
H -15.0548 -17.8635 3.2732
H -14.0499 -20.4876 2.9364
C -7.9944 -19.4918 0.0751
O -7.1625 -20.0681 1.0567
H -7.6501 -19.5239 -0.9574
H -8.9985 -19.9917 0.0222
H -8.1914 -18.4358 0.2972
H -6.8683 -20.9246 0.6744
C -12.5363 -24.2993 -5.3888
O -11.3363 -24.7434 -5.9743
H -13.0851 -23.6803 -6.0858
H -13.0873 -25.1952 -5.1451
H -12.2889 -23.7905 -4.4577
H -10.7064 -23.9975 -5.9825
C -9.4085 -16.4132 -2.7564
O -8.8412 -17.5294 -3.4061
H -8.9670 -16.2253 -1.7678
H -9.3190 -15.5456 -3.4005
H -10.4192 -16.7233 -2.5746
H -8.0098 -17.7759 -2.9690
C -14.1291 -16.7852 -4.2945
O -13.9992 -17.1870 -2.9525
H -14.0538 -15.7138 -4.3524
H -13.3142 -17.0910 -4.9883
H -15.0094 -17.1711 -4.7749
H -14.2076 -18.1022 -2.7817
C -13.8876 -15.9059 0.4295
O -13.0402 -15.6511 -0.6818
H -14.8678 -15.4746 0.2932
H -13.9837 -16.9668 0.5433
H -13.4487 -15.4549 1.3349
H -13.3652 -16.0759 -1.4952
C -8.4965 -21.8778 -6.2976
O -9.8821 -22.2606 -6.4239
H -7.8830 -22.6835 -5.8893
H -8.0127 -21.6733 -7.2289
H -8.4127 -20.9974 -5.6344
H -10.3707 -21.4800 -6.6752
C -13.2305 -19.5983 -0.3013
C -11.7171 -19.4234 -0.5949
C -11.4361 -19.3580 -2.0869
O -11.7052 -20.6012 -2.6232
C -11.6743 -20.5345 -4.0360
N -11.2404 -18.2414 0.1251
H -13.5249 -20.5490 -0.7651
H -13.7916 -18.7486 -0.7350
H -13.4136 -19.6093 0.7565
H -11.1295 -20.2966 -0.2271
H -10.3911 -19.0523 -2.2911
H -12.0387 -18.5875 -2.5926
H -10.6611 -20.1797 -4.3939
H -12.4840 -19.8780 -4.3957
H -11.7770 -21.5709 -4.3738
H -10.2445 -18.1657 0.2497
H -11.5630 -17.3629 -0.2771
C -9.9404 -20.1084 3.3354
C -10.8108 -19.1209 4.0797
C -10.3386 -18.9674 5.4651
O -10.1045 -20.1619 6.1462
C -9.6697 -19.8857 7.4448
N -10.9894 -17.8128 3.4656
H -10.2342 -20.2761 2.2930
H -9.9963 -21.0365 3.9059
H -8.8711 -19.8294 3.2826
H -11.8178 -19.5548 4.1376
H -11.0934 -18.3717 6.0472
H -9.4488 -18.3355 5.4086
H -8.7900 -19.2402 7.4051
H -9.4172 -20.8492 7.9082
H -10.4519 -19.3976 8.0363
H -11.3616 -18.0471 2.5536
H -10.0604 -17.5024 3.2550
C -7.5660 -23.8632 0.7158
C -7.0352 -23.4772 -0.6597
C -8.1514 -22.8933 -1.5395
O -8.8904 -24.0099 -2.0452
C -9.8968 -23.5791 -2.9224
N -6.0707 -22.3883 -0.4553
H -8.4622 -24.4414 0.4887
H -7.8139 -22.9936 1.3209
H -6.8899 -24.4835 1.2901
H -6.6289 -24.3408 -1.2043
H -7.7072 -22.2295 -2.3174
H -8.8846 -22.2531 -1.0200
H -10.4688 -22.8243 -2.3786
H -10.5013 -24.4459 -3.2458
H -9.4643 -23.0563 -3.8034
H -5.3462 -22.6175 0.1883
H -5.5950 -22.0388 -1.3115
C -14.4992 -24.0248 3.0739
C -13.2065 -23.1722 3.2632
C -12.6380 -22.7908 1.9266
O -11.9883 -23.8172 1.2768
C -11.3699 -23.4029 0.0928
N -13.4218 -21.9362 4.0721
H -15.3553 -23.5765 2.6452
H -14.7264 -24.4417 4.0728
H -14.2393 -24.9059 2.4720
H -12.5149 -23.7903 3.7718
H -12.0047 -21.9574 2.2436
H -13.3892 -22.3918 1.2497
H -12.1508 -23.1869 -0.6509
H -10.8268 -24.2763 -0.2532
H -10.7531 -22.5492 0.2730
H -12.5901 -21.4000 4.3560
H -14.1496 -22.0587 4.7719
*
```

No. 2
C25H82O16 | ωB97M-V/def2-TZVPD

The highest occupied orbital energy comes out at -0.355 hartree. The energy above the lowest of the compared OMol25 structures with the same formula, charge and spin comes out at 0.00 kcal/mol. The calculation puts the frontier orbital gap at 0.37071 hartree. The LUMO energy is 0.4 eV. The energy is -60009.131 eV. The calculation puts the molecular weight at 638.9 g/mol.

```
! RIJCOSX wB97M-V def2-TZVPD def2/J DEFGRID3
* xyz 0 1
C -0.1365 -5.3704 2.4784
C 0.6225 -4.3583 3.2551
O 1.1787 -3.4336 2.2687
H -0.6330 -6.0682 3.1795
H 0.5280 -5.9731 1.8479
H -0.9277 -4.8880 1.8796
H 1.4220 -4.8834 3.8358
H -0.0427 -3.8568 3.9901
H 1.5689 -2.6696 2.7681
C 3.4746 0.5658 -4.1504
C 3.4394 -0.1513 -2.7994
O 3.1841 0.7466 -1.7065
H 4.2166 1.3388 -4.1568
H 2.5051 0.8657 -4.3520
H 3.9209 -0.0995 -4.8474
H 4.3603 -0.5860 -2.4861
H 2.6438 -0.8995 -2.8784
H 2.2828 1.1417 -1.8113
C 2.9916 4.7875 1.3533
C 2.7613 3.4006 0.7821
O 1.4268 3.1810 0.3309
H 4.0366 4.9416 1.6399
H 2.4302 4.9007 2.2813
H 2.7222 5.5537 0.6801
H 3.0055 2.6445 1.4739
H 3.3885 3.3494 -0.0659
H 0.8528 3.6532 0.9581
C -1.5261 -4.4713 -3.3931
C -1.5868 -4.4803 -1.8953
O -0.9413 -5.6371 -1.4473
H -0.4942 -4.3394 -3.8046
H -2.0595 -3.5959 -3.7332
H -2.0067 -5.3446 -3.8407
H -2.6374 -4.5275 -1.5238
H -1.1149 -3.6390 -1.4861
H 0.0061 -5.3998 -1.2412
C 3.9093 -3.6577 -1.1343
C 2.4583 -3.3316 -1.1211
O 1.7984 -4.3487 -0.3886
H 4.4507 -3.0391 -1.9007
H 3.9995 -4.7117 -1.4010
H 4.3788 -3.6298 -0.1702
H 2.0939 -3.2739 -2.1448
H 2.2232 -2.3466 -0.6957
H 1.6439 -4.1553 0.5866
C -2.0334 -2.2151 4.0306
C -3.1143 -1.1492 4.0837
O -2.4430 0.0639 3.5989
H -2.5032 -3.1625 4.2273
H -1.3614 -2.0299 4.8579
H -1.4768 -2.2331 3.0905
H -3.4632 -1.0030 5.1099
H -3.9546 -1.3442 3.3601
H -2.9770 0.7202 3.1467
C 5.0058 -0.6988 1.3196
C 5.9330 -0.4449 0.1395
O 5.8729 0.8687 -0.3991
H 5.3939 -1.5760 1.8037
H 4.0499 -0.9275 0.9517
H 5.0596 0.1989 1.9825
H 5.7425 -1.2165 -0.6195
H 6.9593 -0.6440 0.4115
H 4.9847 1.1363 -0.6454
C 1.1722 1.1203 3.9414
C 2.1850 0.3734 3.0458
O 2.3802 -1.0232 3.4253
H 0.1516 0.6758 3.9041
H 1.0603 2.1944 3.5991
H 1.5906 1.0783 4.9280
H 3.1176 0.9848 3.1858
H 2.0169 0.3921 1.9779
H 3.1570 -1.2721 2.8988
C -0.8330 -0.9146 -2.5804
C -1.7924 -0.0168 -3.2981
O -2.5008 0.7730 -2.4499
H -0.3556 -1.5459 -3.3701
H -1.4377 -1.5907 -1.9665
H -0.1051 -0.3705 -1.9387
H -2.5097 -0.7558 -3.8114
H -1.1915 0.6440 -3.9418
H -1.9539 1.0481 -1.6651
C -3.9513 2.6290 1.1144
O -4.1839 2.1016 2.4445
H -4.6775 2.2093 0.2899
H -4.0730 3.7592 1.1610
H -2.9381 2.3523 0.7541
H -5.0748 1.7606 2.5255
C -1.3589 3.5553 2.7233
O -0.1833 4.3657 2.4452
H -1.3479 3.2864 3.8044
H -2.2316 4.0233 2.3118
H -1.2146 2.6281 2.1822
H -0.2022 5.0994 3.0296
C -4.8787 -1.7276 -0.3844
O -3.5418 -1.8764 0.1177
H -5.3179 -2.6685 -0.7652
H -5.5288 -1.2724 0.3347
H -4.8454 -1.0697 -1.2698
H -3.3003 -2.8011 -0.0874
C -2.2247 4.6225 -1.9199
O -1.9951 3.8911 -3.1283
H -3.2717 4.6217 -1.7421
H -1.6610 4.2529 -1.0508
H -1.9735 5.6523 -2.2336
H -2.3634 3.0215 -3.0692
C 1.4330 4.1763 -3.3570
O 1.9196 3.3561 -2.2907
H 0.3031 4.1993 -3.4090
H 1.6504 5.2594 -3.1619
H 1.8293 3.7690 -4.2713
H 1.4549 3.6565 -1.4905
C -6.2953 2.3940 -2.9504
O -5.3201 2.1357 -1.9573
H -6.5255 3.4359 -2.7552
H -5.9713 2.2483 -4.0113
H -7.1918 1.8293 -2.8164
H -4.8223 1.3133 -2.1964
C -0.3750 -0.3987 0.7728
O -0.6226 0.8865 0.0556
H -0.4347 -0.1385 1.8334
H -1.1543 -1.0789 0.3805
H 0.6248 -0.8343 0.5755
H 0.1930 1.3331 0.1141
*
```

No. 3
C25H85O34Zr | ωB97M-V/def2-TZVPD

The highest occupied orbital energy comes out at -0.372 hartree. The calculation puts the frontier orbital gap at 0.18670 hartree. The LUMO energy is -5.0 eV. The energy is -98187.500 eV. The calculation puts the molecular weight at 1021.1 g/mol.

```
! RIJCOSX wB97M-V def2-TZVPD def2/J DEFGRID3
* xyz 1 1
Zr -0.5800 0.2648 0.4632
C -0.1067 3.4363 2.3736
O 0.8768 3.1399 1.2082
O -1.2586 2.7628 2.4538
O -1.3260 2.0082 -0.5189
O -0.8364 -1.5789 0.6391
H -1.6997 -1.7912 0.9672
C -4.3390 -3.3238 -0.1148
C -5.2871 -3.2100 -1.2896
O -4.4965 -3.0969 -2.4796
O -3.3621 -4.3223 -0.3821
H -4.8386 -3.5819 0.8223
H -3.9751 -2.2866 0.0309
H -5.9668 -2.3685 -1.1967
H -5.8327 -4.1548 -1.3361
H -4.0791 -3.9553 -2.6521
H -2.7212 -3.9106 -0.9524
C 3.5426 3.6282 -0.4011
C 4.0931 4.9618 -0.9088
O 5.3246 5.1586 -0.2212
O 2.4293 3.2577 -1.1115
H 3.2282 3.6725 0.6376
H 4.3372 2.8889 -0.5668
H 3.3625 5.7839 -0.8221
H 4.3894 4.8844 -1.9685
H 5.7311 5.9631 -0.5383
H 1.6766 3.5164 -0.5564
C 2.5274 3.3514 4.2507
C 4.0527 3.2612 4.0367
O 4.4317 1.8867 4.2073
O 1.9117 2.3624 3.4928
H 2.1396 4.3742 4.0424
H 2.4010 3.0768 5.3039
H 4.5944 3.9615 4.6664
H 4.3335 3.5454 3.0221
H 5.3707 1.7947 4.4026
H 1.9693 2.5558 2.5310
C -0.0883 -4.6555 -1.4937
C 0.0964 -4.8976 -0.0080
O 0.7688 -3.8157 0.6701
O -1.0343 -3.6692 -1.7023
H -0.4168 -5.5624 -2.0045
H 0.8668 -4.3890 -1.9608
H 0.7719 -5.7201 0.1375
H -0.8353 -5.1129 0.5050
H 0.2068 -3.0125 0.5550
H -0.8015 -2.8987 -1.1698
C -3.6603 -0.2830 -3.7373
C -4.8426 0.4984 -3.2296
O -4.5080 1.3454 -2.1858
O -2.9032 -1.0892 -2.8638
H -2.9124 0.3738 -4.1799
H -4.0150 -0.8853 -4.5795
H -5.5870 -0.2199 -2.8411
H -5.2932 1.0064 -4.0820
H -5.2605 1.7980 -1.8070
H -3.3906 -1.9483 -2.7569
C -1.8315 3.9372 -3.6804
C -0.6947 3.1092 -4.4022
O -0.2653 1.8941 -3.7684
O -1.4557 5.0431 -2.9110
H -2.4385 3.2215 -3.1278
H -2.4446 4.3123 -4.5083
H 0.1348 3.8178 -4.5130
H -1.1465 2.9142 -5.3819
H 0.0331 1.1412 -4.2831
H -1.2680 4.7843 -1.9927
C 2.7917 -2.6805 3.3248
C 1.7436 -2.1608 4.2769
O 0.4897 -1.9571 3.7109
O 2.5377 -4.0367 3.0154
H 3.8132 -2.5949 3.7310
H 2.6492 -2.1325 2.3708
H 2.0840 -1.2158 4.6960
H 1.6035 -2.7013 5.2088
H 0.2104 -2.7780 3.2972
H 1.9991 -4.0799 2.2284
C 3.5670 2.4597 -4.0245
C 3.4987 1.0764 -3.5045
O 2.6410 0.3611 -4.3278
O 4.0080 2.5616 -5.3621
H 4.2479 3.0102 -3.3678
H 2.5931 2.9055 -3.8297
H 3.1205 1.1570 -2.4708
H 4.4961 0.6025 -3.3819
H 2.6532 -0.5817 -4.1177
H 3.3475 2.1850 -5.9182
C -3.6039 -2.2820 5.0794
C -3.9610 -2.3376 3.6096
O -2.8130 -2.5584 2.8104
O -2.7986 -3.4334 5.1724
H -4.4541 -2.4436 5.7295
H -3.0593 -1.4081 5.4204
H -4.5504 -1.5296 3.1905
H -4.6201 -3.2034 3.5273
H -2.2937 -3.2759 3.2346
H -2.2703 -3.4779 5.9732
C 4.9984 0.4217 1.2892
C 5.2058 -0.8388 0.4414
O 4.4911 -0.7277 -0.7604
O 3.6587 0.6927 1.6595
H 5.5343 1.2438 0.8105
H 5.5589 0.3281 2.2415
H 4.8169 -1.7715 0.8768
H 6.3056 -0.9143 0.3006
H 4.3968 0.2100 -0.9896
H 3.6409 0.8936 2.6142
C 1.2649 -2.9822 -5.4085
C -0.1138 -2.7089 -4.9255
O -0.2762 -1.6450 -3.9661
O 2.0640 -3.4643 -4.3409
H 1.6935 -2.0650 -5.8417
H 1.1696 -3.6922 -6.2444
H -0.4933 -3.6562 -4.5491
H -0.6451 -2.5939 -5.8695
H -1.0649 -1.7374 -3.4310
H 2.9154 -3.7137 -4.6973
C -4.7023 3.4012 4.8405
C -3.9588 2.7244 3.7054
O -3.3307 1.4836 4.1792
O -3.7452 3.4576 5.8695
H -5.6271 2.8591 5.0495
H -5.0046 4.4496 4.6235
H -3.1937 3.3633 3.2129
H -4.7290 2.3987 3.0333
H -2.9366 1.7041 5.0498
H -4.1712 3.3540 6.7279
O -2.1103 0.1745 2.1363
H -2.3134 0.8507 2.8443
H -2.2885 -0.7364 2.4648
O 0.4641 0.2670 2.5577
H 0.6219 -0.6953 2.7821
H 1.0986 0.9405 2.8228
O 1.6392 0.0224 0.1000
H 2.0525 -0.7956 -0.2129
H 2.3208 0.5737 0.5843
O -2.5322 -0.1417 -0.5562
H -2.6696 0.8016 -0.7568
H -2.7987 -0.5705 -1.4110
O 1.7190 -1.5640 -1.9042
H 0.9005 -1.5694 -2.4135
H 2.2660 -2.2805 -2.2378
O 0.0299 0.3219 -1.6956
H -0.5181 0.8692 -2.2711
H 0.9229 0.6530 -1.8686
*
```